95
Properties=species:S:1:pos:R:3:forces:R:3 method="wB97M-V/def2-TZVPD" charge=+1 spin_multiplicity=5 lumo_energy_ev="-3.848 / -3.922" homo_lumo_gap_ha="0.210 / 0.207"
Mn 0.011356 -0.757146 1.238876 0.19 3.24 -1.95
Cl 7.000856 -2.683446 0.519376 0.26 -0.10 0.00
Cl -5.617544 5.583954 -2.984724 -0.38 0.16 -0.08
O 0.075356 0.882354 0.201476 0.53 -2.41 -0.09
O -0.814144 2.664354 1.188576 -0.03 0.06 0.41
O -0.650644 2.652454 -2.086824 0.28 -0.47 -0.16
O -0.402544 -0.893546 -5.758324 -0.04 0.01 -0.28
O 1.324256 -1.443446 0.138876 -1.04 -0.25 -0.67
N -0.899944 -2.073946 -3.920024 -0.18 -0.43 -0.28
N -0.338844 -2.316146 2.236776 -1.14 -3.02 2.80
N -1.579044 -1.642246 -0.333124 -0.06 -0.22 0.18
N 1.535756 -0.381846 2.685576 1.41 -0.82 -0.53
N 0.595556 -0.289546 -3.788124 -0.31 -0.31 0.37
N -1.062344 0.196854 2.695476 -0.90 -0.02 0.12
C 3.233956 2.764054 -4.950924 -0.14 -0.15 0.10
C -0.238444 -1.026446 -4.570024 0.21 0.01 0.23
C -1.691244 -5.752146 5.338176 0.01 0.00 -0.02
C 4.629956 -2.538546 -0.774324 -0.14 0.17 0.34
C -0.231744 2.113554 0.275676 -0.34 1.86 -0.42
C -1.235144 -2.328746 -2.609524 -0.19 -0.07 0.48
C -1.945944 -2.977846 5.197676 0.12 -0.06 -0.20
C -2.342144 1.366554 4.887676 -0.03 -0.19 -0.42
C 2.664756 -1.037946 2.656676 -0.82 0.52 0.23
C -2.352044 -5.052346 6.337476 0.03 0.12 -0.10
C -2.049144 -2.857346 -0.051724 -0.15 -0.05 -0.13
C -0.366244 0.457954 3.832776 0.47 0.16 0.52
C 2.584856 -1.701246 0.240776 1.34 -0.09 0.85
C -1.150644 -5.080046 4.259776 0.06 0.23 -0.15
C 1.435556 0.746654 -4.209924 0.43 0.49 -0.26
C -2.418944 4.058554 -1.184124 0.50 -0.43 -0.12
C 1.388556 1.294754 -5.490424 -0.13 -0.21 0.00
C -3.597644 4.738054 -1.417924 -0.37 0.09 -0.56
C 5.316756 -2.338046 0.425376 -0.23 0.20 0.36
C 4.216356 3.806954 -5.376824 0.04 0.08 -0.09
C -1.276044 -3.685546 4.186476 -0.48 -0.69 1.01
C -0.196744 1.255454 6.133176 0.42 -0.06 0.06
C -3.020644 1.102054 3.724576 0.05 0.17 0.47
C 3.302156 -1.513046 1.471776 -0.58 -0.33 -0.91
C -0.745144 -2.965546 3.113176 1.08 1.42 -2.12
C 1.756956 0.406954 5.009176 -0.44 -0.33 -1.08
C -1.825844 3.321954 -2.208124 -0.82 0.52 -0.21
C -1.681244 -3.616046 -2.276924 0.06 0.29 0.11
C -0.973944 1.039654 4.978476 0.15 -0.25 -0.45
C 2.283656 2.281254 -5.848424 0.22 0.09 0.36
C 4.654656 -1.856346 1.536276 0.30 -0.22 -0.31
C -2.433744 3.240554 -3.479924 0.38 0.00 0.61
C -4.182344 4.683654 -2.676824 0.44 -0.20 0.35
C 1.020056 0.134154 3.856476 0.12 0.44 1.56
C 3.291456 -2.235546 -0.856524 -0.25 0.17 0.16
C -2.109044 -3.872046 -0.991724 -0.03 0.17 0.01
C -3.612344 3.925354 -3.694124 -0.10 0.17 0.29
C 0.199156 2.911754 -0.993724 0.11 -0.20 0.47
C -2.477844 -3.670246 6.265876 -0.01 -0.04 0.03
C 3.250656 2.229654 -3.665624 -0.01 0.10 -0.29
C -2.347944 0.518054 2.651876 0.62 -0.15 -0.43
C 2.369656 1.231554 -3.298824 -0.21 -0.21 -0.14
C -1.217344 -1.372146 -1.586224 -0.03 0.13 -0.28
C 1.144256 0.951254 6.134076 -0.55 0.17 0.34
C -1.755744 2.450554 -4.549524 0.03 0.05 0.03
H -2.831944 1.826054 5.731076 -0.11 0.06 0.11
H -0.665344 1.663454 7.015176 -0.06 0.12 0.06
H 1.742456 1.135554 7.013876 -0.01 0.04 0.08
H -1.972544 4.083154 -0.201224 0.03 0.04 0.03
H -2.482544 -4.844646 -0.712224 -0.07 -0.07 -0.02
H -4.063444 1.348054 3.619176 -0.12 0.04 -0.04
H -1.710744 1.399754 -4.269824 0.06 -0.15 -0.05
H 3.974156 2.587354 -2.949024 0.11 0.05 0.10
H 0.739156 -0.587846 -2.834024 -0.02 -0.01 -0.10
H 3.701556 4.715454 -5.691924 0.07 0.05 0.01
H -2.274144 2.536654 -5.497824 -0.08 0.00 -0.12
H -4.058044 5.313054 -0.631524 -0.07 0.10 0.06
H 0.667756 0.930554 -6.201424 0.00 0.00 -0.03
H 3.160856 -1.296146 3.593976 0.16 0.32 0.01
H -0.730244 2.797354 -4.667524 0.05 -0.06 -0.08
H 4.900756 4.053754 -4.568224 0.05 0.07 -0.01
H -2.774344 -5.584546 7.175376 -0.03 -0.05 0.08
H -2.428644 -3.009446 0.946876 0.08 -0.08 0.11
H 2.250656 2.678354 -6.851424 -0.02 0.07 -0.14
H -4.087544 3.883254 -4.660724 -0.07 0.03 -0.15
H -1.598144 -6.824346 5.401476 0.02 -0.10 -0.01
H -2.857944 0.332554 1.716676 -0.01 -0.07 -0.07
H -2.040344 -1.903546 5.131276 0.00 0.10 0.00
H 5.181456 -1.710046 2.467176 0.16 -0.05 0.06
H -0.634544 -5.613046 3.474276 0.03 -0.04 -0.02
H 2.815456 0.200754 5.028676 0.11 0.06 0.00
H 4.797256 3.444354 -6.226024 0.07 0.08 0.00
H -1.721044 -4.389346 -3.031024 0.05 -0.04 -0.08
H 5.151156 -2.931446 -1.630824 0.10 -0.06 -0.12
H -1.246344 -2.746346 -4.592424 0.01 0.23 0.01
H 0.245856 3.979054 -0.759324 -0.09 -0.08 0.00
H 2.752956 -2.402146 -1.775824 -0.10 0.00 -0.12
H -2.992644 -3.134946 7.048076 -0.05 0.06 0.06
H -0.948244 -0.340846 -1.773424 0.13 0.00 -0.01
H 2.412256 0.806754 -2.304924 0.01 -0.07 0.16
H 1.178856 2.551054 -1.317524 -0.10 0.15 0.13


100
Properties=species:S:1:pos:R:3:forces:R:3 method="wB97M-V/def2-TZVPD" charge=+1 spin_multiplicity=2 lumo_energy_ev="-2.991 / -2.968" homo_lumo_gap_ha="0.257 / 0.258"
Sb 0.907406 0.640067 3.007294 0.07 -0.08 0.35
Co -0.298987 -0.092025 -0.758817 0.07 0.54 0.07
S -2.509969 1.398164 -2.434668 0.06 0.08 0.12
S -0.292748 -1.316452 -3.162938 0.14 0.06 -0.09
F -3.652532 2.024468 7.029281 0.05 -0.02 -0.04
F 3.971114 -3.657110 6.334940 -0.02 0.03 -0.02
F 5.119443 5.237456 3.179940 -0.03 -0.03 0.01
O 0.803850 -0.798995 -2.248516 -0.24 0.07 -0.10
O -0.582235 -0.409212 -4.240689 0.12 0.09 -0.02
O -1.412562 -1.656319 -2.284057 0.04 -0.19 -0.09
N -0.087647 2.825027 -3.601759 -0.03 0.04 -0.08
N -1.609925 0.306844 0.644513 -0.04 -0.12 0.24
N 1.482877 1.323553 -0.718477 0.05 -0.22 -0.13
N -0.062403 -1.734461 0.279339 -0.23 -0.25 -0.19
N -1.617125 2.619885 0.753942 -0.01 -0.04 0.00
N -0.891081 1.482567 -1.863520 -0.09 -0.22 -0.11
N -2.935394 -0.889524 2.195678 -0.08 -0.03 -0.01
N -3.150331 1.475505 2.004170 0.04 0.00 0.04
N -4.583950 0.258569 3.300417 -0.03 -0.01 0.00
C -2.247703 0.423089 6.044217 0.02 -0.05 0.00
C 2.962650 4.490080 2.641571 -0.02 0.02 0.00
C 0.052492 2.110658 -2.473338 0.22 0.08 -0.05
C -1.326408 3.128357 -4.224574 0.10 -0.04 0.11
C 2.027305 3.466187 2.663050 -0.02 -0.05 0.01
C -0.938347 2.474008 4.698705 0.04 -0.05 0.03
C -2.508058 2.591780 -3.735903 0.03 -0.06 0.05
C -1.986298 2.778276 5.557152 0.03 0.04 -0.03
C 2.309812 2.237159 3.262597 0.02 -0.03 -0.12
C 3.300812 -2.728534 5.633080 0.01 -0.02 0.03
C 2.526212 -6.159564 -5.408085 -0.02 0.03 0.03
C 4.522510 3.055970 3.807974 0.00 -0.04 0.02
C -2.153599 1.451061 1.131185 -0.02 -0.02 -0.05
C 0.578137 -4.012515 0.491915 0.02 0.01 0.05
C 3.824909 1.785651 -0.603436 -0.03 0.00 0.02
C -1.468342 -3.259653 1.465372 0.01 -0.09 0.11
C 0.420933 -2.757928 -3.873494 0.03 -0.09 0.19
C 1.008052 -5.071768 -3.724913 0.00 -0.02 0.00
C 1.791546 -4.960535 -4.873194 0.01 -0.04 -0.04
C -1.167776 -2.001553 0.994624 -0.03 0.18 0.08
C -1.348535 4.004200 -5.290373 -0.03 0.06 -0.08
C 0.325796 -3.979679 -3.220389 -0.09 0.03 -0.03
C 3.731813 2.608115 -1.706954 -0.01 0.01 -0.01
C -2.557170 4.341133 -5.888596 0.02 -0.01 -0.01
C 2.077312 -0.687616 5.575326 0.01 -0.03 -0.05
C -1.199561 0.137506 5.180802 -0.01 0.05 -0.04
C 2.500718 2.750621 -2.333308 0.03 0.06 -0.04
C -0.528285 1.156995 4.505875 -0.10 0.06 -0.12
C 3.570676 2.043690 3.824958 -0.06 0.07 0.01
C 1.864735 -3.727668 -5.513173 -0.02 0.02 -0.02
C 1.409123 2.069409 -1.828056 -0.16 -0.02 -0.01
C 0.791636 -2.722814 0.030009 0.15 0.09 0.01
C 2.467216 -1.928091 3.557716 -0.01 -0.01 0.03
C -3.540810 0.293548 2.473795 -0.01 0.01 0.00
C 4.198480 4.258444 3.213060 0.03 0.02 0.00
C -3.739430 3.819605 -5.396343 0.00 -0.03 0.04
C -2.622344 1.741441 6.207942 -0.06 0.02 0.06
C -3.713667 2.949717 -4.311085 0.01 0.02 -0.03
C 1.185226 -2.622853 -5.021895 -0.05 -0.06 0.04
C 2.772342 -1.640545 6.303494 0.00 0.03 0.02
C -0.574973 -4.290347 1.204224 -0.03 0.04 -0.01
C 1.915352 -0.818769 4.195030 0.06 0.05 -0.05
C -2.001556 -0.806696 1.291055 0.20 -0.07 -0.04
C 2.669711 1.166113 -0.147093 -0.05 0.06 0.09
C 3.164665 -2.895507 4.270602 -0.01 -0.01 -0.03
H 4.600888 3.129090 -2.084708 -0.01 0.01 -0.01
H 1.656802 -2.463225 -0.565726 -0.04 -0.02 -0.06
H 3.595986 -3.764092 3.791741 0.01 0.00 0.00
H -4.683478 4.084932 -5.850857 -0.01 -0.01 0.01
H 1.843724 -6.996910 -5.556466 0.00 0.00 -0.01
H -0.420435 4.426146 -5.658228 0.00 0.00 -0.01
H -0.303554 -4.068940 -2.344502 0.01 0.00 0.01
H 1.304235 -4.783286 0.275578 0.00 0.00 -0.02
H -2.380208 -3.405479 2.026030 0.01 -0.02 0.00
H -5.010141 1.120157 3.593168 -0.01 -0.01 0.00
H 4.762420 1.627470 -0.090186 0.00 0.00 0.01
H 0.926942 -6.032583 -3.229814 -0.02 0.00 0.00
H 5.501500 2.921516 4.247731 0.01 0.01 0.00
H -2.308718 3.796906 5.725330 -0.01 0.00 0.00
H 2.753201 5.450453 2.189974 0.00 0.00 0.00
H -1.018267 2.616702 -0.056431 0.00 0.03 -0.02
H -4.874663 -0.618000 3.694850 0.02 0.02 0.02
H 3.006757 -5.938006 -6.359022 0.00 0.00 0.00
H -2.767587 -0.355826 6.585990 -0.01 0.01 0.00
H 1.655949 0.167032 6.091587 0.01 0.00 0.01
H 2.913958 -1.550374 7.371962 -0.01 -0.01 0.00
H 1.230872 -1.665721 -5.522055 0.02 0.00 -0.02
H -0.778768 -5.294316 1.550900 0.00 0.00 0.02
H -0.433422 3.283380 4.183669 0.00 0.02 0.02
H 3.823134 1.097610 4.287877 0.00 -0.01 0.00
H 2.701542 0.519458 0.720715 -0.01 0.00 0.00
H 3.295572 -6.486376 -4.706575 0.01 0.00 0.00
H 1.061364 3.633694 2.195697 0.01 0.00 -0.03
H -2.567147 5.014662 -6.733872 0.01 0.01 0.00
H 2.357015 -2.048820 2.484781 -0.01 -0.02 0.00
H 2.416922 3.398000 -3.194143 0.04 -0.01 -0.01
H 0.743864 3.112816 -4.086411 -0.05 0.06 0.03
H -2.131466 3.451459 0.991032 -0.01 0.00 -0.01
H 2.456863 -3.631256 -6.414734 0.00 0.00 0.00
H -0.903671 -0.896522 5.040699 0.00 -0.01 0.02
H -4.633214 2.536880 -3.914997 -0.02 0.00 -0.03


95
Properties=species:S:1:pos:R:3:forces:R:3 method="wB97M-V/def2-TZVPD" charge=-1 lumo_energy_ev=1.836 homo_lumo_gap_ha=0.232
I 1.389790 0.210682 -4.947954 -0.26 -0.57 0.30
Sr 0.174249 0.373500 -1.261516 2.79 1.20 -1.64
Br -8.636889 0.615976 2.855398 0.15 -0.02 0.10
Br 6.637178 5.003141 -1.910656 -0.20 -0.17 0.00
O -1.493248 -0.660170 -0.385981 -1.61 -0.84 0.41
O 4.857844 -5.985770 -1.399336 -0.05 0.10 -0.14
N 3.036421 2.062360 -1.544696 -0.50 -0.35 0.09
N 3.448833 -1.168737 -0.981764 -0.09 0.25 0.21
N -2.307545 -1.123279 4.998864 0.00 -0.21 0.90
N -3.456749 -1.094263 5.492450 0.93 -0.27 1.25
N 0.492228 0.133544 1.328851 0.49 0.17 -0.26
N -1.608733 3.529411 1.803044 0.00 0.06 -0.05
N 5.581348 -5.409124 0.650151 0.12 -0.11 0.29
C 3.992908 -3.008302 0.444723 0.14 -0.27 -0.27
C -0.606529 -0.462636 1.802045 -0.54 -0.31 0.76
C -1.667706 4.439836 -3.342416 -0.02 0.09 -0.32
C -2.077969 -1.136814 3.656757 -0.20 -0.06 -1.37
C -3.041663 3.432878 1.911497 0.04 0.05 0.06
C 4.067200 1.984700 -0.721130 0.23 0.07 0.15
C 0.308129 -3.927665 -3.816573 0.06 0.24 -0.04
C -0.834157 -0.614138 3.193478 -0.32 0.07 -0.16
C 0.362696 -4.128566 -1.424195 -0.10 -0.37 0.11
C 5.164782 2.830940 -0.777817 0.03 0.11 -0.09
C -1.916422 4.692634 -0.985001 -0.10 0.12 0.29
C 0.317198 -3.798271 -6.226139 -0.01 -0.27 0.08
C -0.819123 2.696155 -1.851086 0.12 -0.11 0.03
C 0.661231 -1.901339 -2.409815 0.17 0.08 -0.27
C 0.774041 -1.851345 -4.909043 0.26 0.66 -0.56
C -2.721462 -1.592030 1.364970 0.08 0.03 -0.43
C -4.607164 -0.742774 4.820698 -1.28 0.54 -0.86
C 4.116190 3.871276 -2.665462 0.18 0.04 0.08
C 0.161370 -0.140571 4.064437 0.34 0.06 0.04
C -1.076838 4.796226 2.231548 -0.03 -0.03 0.06
C -1.605392 -0.895306 0.835240 -0.84 -0.46 0.93
C -1.040580 3.218850 -3.124282 0.01 0.09 0.07
C 3.530958 -1.723084 0.217795 0.08 0.02 0.11
C 3.065390 2.979488 -2.496791 0.02 0.20 -0.16
C 3.801809 -1.902643 -2.027958 0.11 -0.01 -0.17
C 0.662711 -2.443152 -6.136293 0.05 0.36 -0.03
C -1.020484 2.938397 0.618715 0.12 0.03 0.02
C -1.281579 3.476753 -0.776823 -0.15 0.34 -0.20
C 5.171929 3.792471 -1.773637 0.00 0.02 -0.04
C 0.577692 -2.524377 -3.686824 -0.05 -0.55 0.39
C -7.002543 0.088199 3.688900 -0.29 -0.01 -0.01
C -2.107998 5.181682 -2.266909 -0.09 0.17 -0.07
C -5.884967 0.899653 3.582127 -0.14 -0.05 -0.11
C 0.566913 -2.745700 -1.320796 0.09 0.14 -0.53
C -5.774006 -1.499659 4.978688 0.57 0.02 0.03
C 0.159830 -4.526455 -5.083777 -0.02 -0.04 -0.23
C 1.290638 0.444384 3.550984 -0.26 -0.09 0.16
C 4.287043 -3.194195 -1.919349 0.11 -0.28 0.39
C -6.959439 -1.098293 4.401081 -0.20 0.13 -0.28
C 4.403171 -3.767038 -0.652023 -0.37 0.70 -0.24
C 4.949557 -5.146282 -0.527742 0.19 -0.35 0.14
C 0.207795 -4.708740 -2.651043 -0.01 -0.11 0.29
C -4.696582 0.485232 4.140244 0.18 -0.28 0.25
C -2.967898 -1.666593 2.704924 0.35 0.00 0.65
C 1.396008 0.580445 2.163639 0.16 0.10 -0.09
H 4.590583 -3.763142 -2.783735 -0.05 -0.03 -0.12
H 0.656560 -2.341726 -0.318614 -0.04 0.10 0.31
H -7.840452 -1.718126 4.482083 -0.06 0.02 0.03
H -0.070699 -5.582313 -5.128882 -0.02 -0.11 -0.03
H -2.281961 5.284290 -0.157505 -0.02 0.02 0.11
H -3.315142 3.535637 2.966040 -0.13 0.00 0.01
H 5.788845 -4.694670 1.322614 -0.04 0.05 -0.07
H 0.295532 -4.731462 -0.524052 0.01 -0.06 -0.01
H 0.845133 -1.879121 -7.039417 -0.02 0.07 -0.01
H 0.014830 -5.769412 -2.748043 0.00 -0.07 0.00
H 0.065932 2.955238 0.777387 -0.01 -0.13 0.01
H 3.218798 -1.099292 1.046855 -0.05 -0.05 0.11
H -1.816150 4.806611 -4.350623 -0.02 0.05 -0.11
H -3.356781 2.451645 1.560643 -0.10 -0.09 -0.01
H 4.009046 -3.406340 1.449108 -0.03 -0.02 0.07
H -3.408039 -2.025487 0.653098 -0.06 0.00 -0.08
H -5.936284 1.833884 3.043441 -0.02 0.07 -0.02
H -3.820132 1.111823 4.060190 0.11 0.01 -0.05
H 2.208580 3.003037 -3.155410 -0.13 0.10 -0.06
H 3.702867 -1.422687 -2.992464 -0.06 -0.03 -0.10
H 2.237059 1.096316 1.717762 0.17 0.03 0.01
H 5.979632 2.743844 -0.075472 0.02 -0.03 0.03
H -1.399153 4.971501 3.260057 0.05 0.10 0.08
H -1.387195 5.662903 1.629994 0.00 0.00 0.02
H -3.590722 4.194915 1.340071 -0.04 -0.02 -0.03
H 0.010711 4.747608 2.212962 0.11 0.06 0.03
H 0.009500 -0.253265 5.127890 0.01 0.04 0.06
H 4.105986 4.599593 -3.460489 -0.03 0.05 -0.04
H -2.597601 6.136776 -2.412856 -0.04 0.03 -0.03
H 0.205807 -4.252847 -7.200233 -0.01 -0.06 -0.06
H -3.846842 -2.193555 3.054510 0.00 0.07 -0.07
H 6.002503 -6.314551 0.774280 -0.06 0.04 -0.10
H 4.022069 1.197786 0.016678 0.05 -0.08 0.11
H -0.713744 2.653739 -3.992746 0.00 -0.03 -0.14
H -1.336727 1.893706 0.624384 0.04 -0.11 -0.02
H -5.727879 -2.425407 5.532621 0.04 -0.07 0.08
H 2.074116 0.821048 4.191454 0.04 0.02 0.05


What total energy values result from the calculations? In sequence: -4512.46282 -5173.89335 -7747.24557 a.u..
What energy relative to the best compared isomer or geometry (same formula, charge and spin) values result from the calculations? In sequence: 1.2448 0.3694 1.5371 eV.